Computed, not measured: one molecule with the formula ClFH3NO5P2S2 in a non-equilibrium geometry, with ωB97M-V/def2-TZVPD.

Output
HOMO energy = -0.358 Ha
E_tot = -2472.0490 hartree
LUMO level = 0.23 eV
SMILES = O=S(=O)(F)N(P(O)Cl)P(O)(O)=S
orbital gap = 9.975 eV

XYZ file:
```
15
Properties=species:S:1:pos:R:3:lowdin_charge:R:1
O 0.43038 2.81817 0.69666 -0.2338
S 0.92131 1.82263 -0.18274 0.4819
O 2.30062 1.69933 -0.49587 -0.2898
F 0.17214 2.01386 -1.52197 -0.1656
N 0.36244 0.33786 0.33917 -0.4960
P 1.70244 -0.87481 0.39893 0.5457
O 1.18449 -1.92350 -0.72785 -0.3545
Cl 1.16813 -1.83855 2.12111 0.2704
P -1.25262 -0.11710 -0.15477 0.0493
O -1.45316 -1.43843 0.70394 -0.2349
O -2.12482 0.99623 0.56090 -0.1663
S -1.65294 -0.34693 -2.00524 0.3624
H 1.91917 -2.07759 -1.33405 0.0613
H -1.73424 -2.13327 0.09367 0.0736
H -1.94334 1.06210 1.50810 0.0963
```